[1]
ORCA calculation (ωB97M-V/def2-TZVPD) on a molecular structure, C27H23CrO9S5.

Output
Energy relative to the best compared isomer or geometry (same formula, charge and spin) in eV: 1.319
LUMO energy (alpha / beta) in eV: 4.150 / 4.150
Total charge: -2
Kohn-Sham gap (alpha / beta) in eV: 5.7479 / 5.9093
⟨S²⟩: 3.79
Multiplicity: 4
HOMO energy (alpha / beta) in Eh: -0.0587 / -0.0646

XYZ file:
```
65
Properties=species:S:1:pos:R:3:lowdin_charge:R:1
Cr 9.665 -15.653 7.027 0.50
O 9.717 -11.863 9.379 -0.32
S 10.361 -12.680 8.376 0.48
O 11.737 -13.046 8.631 -0.31
O 9.488 -13.774 7.976 -0.39
C 10.452 -11.650 6.911 -0.21
C 9.952 -10.393 7.077 -0.06
C 9.803 -9.460 6.019 -0.07
C 10.202 -9.895 4.788 -0.12
C 10.663 -11.174 4.571 -0.08
C 10.796 -12.082 5.624 -0.20
S 11.517 -13.638 5.118 0.54
O 12.806 -13.770 5.780 -0.31
O 11.499 -13.591 3.680 -0.33
O 10.628 -14.797 5.540 -0.43
H 9.644 -10.080 8.034 0.09
H 9.299 -8.503 6.153 0.10
H 10.105 -9.281 3.853 0.11
H 11.068 -11.458 3.588 0.11
S 8.362 -16.745 8.805 0.66
C 6.708 -16.506 8.305 -0.68
C 5.646 -16.585 9.221 -0.15
C 4.342 -16.385 8.841 -0.13
C 4.066 -15.979 7.537 -0.16
C 5.075 -15.771 6.683 -0.20
C 6.404 -16.009 7.018 -0.70
S 7.589 -15.598 5.795 0.64
H 5.787 -16.933 10.223 0.08
H 3.565 -16.528 9.580 0.08
H 3.036 -15.902 7.205 0.09
H 4.779 -15.421 5.680 0.10
C 13.216 -15.934 9.130 -0.01
C 12.143 -16.454 8.222 -0.31
O 11.106 -15.749 8.266 -0.13
C 12.293 -17.624 7.391 -0.07
C 13.443 -18.448 7.609 -0.02
C 13.594 -19.591 6.835 -0.14
C 12.590 -19.973 5.961 -0.11
C 11.406 -19.249 5.826 0.01
C 11.264 -17.969 6.473 -0.32
O 10.204 -17.308 6.216 -0.17
H 13.202 -14.806 9.157 0.09
H 14.192 -15.995 8.678 0.06
H 13.254 -16.438 10.185 0.13
H 14.211 -18.120 8.232 0.08
H 14.583 -20.103 6.805 0.10
H 12.650 -20.911 5.405 0.09
H 10.676 -19.500 5.069 0.11
C 5.632 -18.852 4.090 -0.25
S 4.566 -20.154 4.713 0.86
O 4.761 -21.430 3.994 -0.55
C 5.292 -20.466 6.290 -0.40
C 4.619 -21.436 7.055 -0.08
C 5.257 -21.859 8.234 -0.09
C 6.407 -21.214 8.647 -0.09
C 6.964 -20.143 7.941 -0.03
C 6.400 -19.788 6.682 -0.05
H 6.618 -19.260 3.924 0.06
H 5.546 -18.057 4.791 0.02
H 5.154 -18.519 3.112 0.08
H 3.741 -21.908 6.701 0.09
H 4.735 -22.563 8.839 0.08
H 6.923 -21.561 9.504 0.08
H 7.814 -19.588 8.304 0.07
H 6.837 -18.956 6.121 0.10
```

---

[2]
ORCA calculation (ωB97M-V/def2-TZVPD) on a molecular structure, C27H23F5IrN4O3PSTe.

Output
Energy relative to the best compared isomer or geometry (same formula, charge and spin) in eV: 1.641
LUMO energy in eV: -1.847
Kohn-Sham gap in eV: 6.7467
Multiplicity: 1
HOMO energy in Eh: -0.3158

XYZ file:
```
66
Properties=species:S:1:pos:R:3:lowdin_charge:R:1
Ir 0.045 0.133 -0.402 1.03
C 2.154 -2.351 2.318 0.01
C 1.719 -1.585 1.120 -0.24
N 1.095 -0.455 1.201 -0.17
N 1.008 0.144 2.413 0.02
C 0.209 1.177 2.401 -0.81
N 0.054 1.868 3.542 0.11
S -0.646 1.794 0.990 0.68
C 1.965 -2.017 -0.267 -0.21
C 2.817 -3.053 -0.610 0.00
C 3.053 -3.325 -1.948 -0.04
C 2.427 -2.559 -2.918 -0.03
C 1.575 -1.544 -2.513 -0.09
N 1.351 -1.283 -1.225 -0.07
H 1.393 -2.241 3.091 0.08
H 3.090 -1.965 2.729 0.10
H 2.279 -3.404 2.076 0.08
H 0.341 1.390 4.384 0.10
H -0.769 2.442 3.619 0.09
H 3.291 -3.631 0.169 0.12
H 3.715 -4.132 -2.232 0.12
H 2.587 -2.736 -3.971 0.12
H 1.061 -0.912 -3.224 0.12
O -2.125 1.630 -3.701 0.09
C -1.569 0.767 -3.056 -0.61
O -0.843 1.001 -2.013 -0.26
C -1.684 -0.672 -3.496 -0.15
C -1.813 -0.899 -4.863 -0.01
C -2.031 -2.174 -5.352 -0.06
C -2.200 -3.223 -4.459 -0.06
C -2.082 -3.003 -3.098 -0.09
C -1.765 -1.735 -2.594 -0.25
P -1.585 -1.506 -0.776 1.07
C -1.242 -3.214 -0.219 -0.32
C -1.828 -3.729 0.937 -0.09
C -1.486 -4.987 1.405 -0.05
C -0.563 -5.760 0.716 -0.07
C 0.001 -5.274 -0.453 -0.07
C -0.329 -4.009 -0.911 -0.13
C -3.277 -1.086 -0.310 -0.33
C -4.237 -2.095 -0.317 -0.08
C -5.537 -1.807 0.063 -0.07
C -5.883 -0.517 0.437 -0.07
C -4.933 0.493 0.409 -0.05
C -3.628 0.212 0.039 -0.09
H -1.764 -0.044 -5.525 0.12
H -2.107 -2.344 -6.418 0.11
H -2.427 -4.218 -4.821 0.11
H -2.236 -3.834 -2.425 0.10
H -2.569 -3.154 1.463 0.07
H -1.941 -5.351 2.316 0.11
H -0.295 -6.743 1.082 0.11
H 0.705 -5.878 -1.014 0.11
H 0.117 -3.652 -1.828 0.09
H -3.973 -3.105 -0.604 0.11
H -6.277 -2.596 0.080 0.11
H -6.892 -0.302 0.760 0.11
H -5.202 1.501 0.694 0.11
H -2.886 0.995 0.036 0.04
F -3.919 -1.829 3.263 -0.38
Te -2.213 -1.235 3.762 1.75
F -2.955 -1.328 5.475 -0.37
F -1.698 -3.014 4.087 -0.38
F -2.762 0.556 3.843 -0.39
F -0.669 -0.752 4.719 -0.39
O -1.599 -1.144 2.078 -0.61
```

---

[3]
ORCA calculation (ωB97M-V/def2-TZVPD) on a molecular structure, C27H23IrN4OTe.

Output
Energy relative to the best compared isomer or geometry (same formula, charge and spin) in eV: 0.000
LUMO energy (alpha / beta) in eV: -5.731 / -8.006
Total charge: +2
Kohn-Sham gap (alpha / beta) in eV: 7.4894 / 6.1535
⟨S²⟩: 6.05
Multiplicity: 5
HOMO energy (alpha / beta) in Eh: -0.4858 / -0.5204

XYZ file:
```
57
Properties=species:S:1:pos:R:3:lowdin_charge:R:1
Ir -0.171 -0.889 0.320 1.06
C -0.618 0.748 4.489 -0.02
C 0.398 1.689 4.545 -0.01
C 1.206 1.880 3.438 0.02
C 0.987 1.125 2.295 -0.21
N 0.005 0.210 2.253 -0.04
C -0.779 0.030 3.320 -0.12
C 1.807 1.279 1.060 -0.20
C 2.843 2.193 0.962 0.02
C 3.568 2.279 -0.215 -0.01
C 3.239 1.453 -1.275 -0.01
C 2.193 0.565 -1.117 -0.10
N 1.497 0.480 0.022 -0.04
H -1.272 0.567 5.330 0.12
H 0.560 2.270 5.443 0.13
H 1.996 2.614 3.474 0.12
H -1.556 -0.718 3.222 0.12
H 3.091 2.838 1.791 0.12
H 4.383 2.986 -0.299 0.13
H 3.782 1.485 -2.209 0.12
H 1.889 -0.110 -1.905 0.10
O 0.102 -1.523 -2.107 -0.10
C -0.399 -2.528 -2.662 -0.34
C -0.680 -2.493 -4.079 0.05
C -1.306 -3.529 -4.703 -0.03
C -1.674 -4.665 -3.962 0.01
C -1.378 -4.762 -2.599 0.00
C -0.730 -3.746 -1.931 -0.04
C -0.326 -3.924 -0.540 -0.25
N -0.095 -3.004 0.396 -0.09
C 0.246 -3.671 1.553 -0.10
C 0.237 -5.007 1.314 -0.03
N -0.124 -5.145 0.002 0.14
H -0.391 -1.593 -4.606 0.13
H -1.530 -3.482 -5.760 0.13
H -2.189 -5.482 -4.449 0.13
H -1.688 -5.656 -2.073 0.13
H 0.482 -3.145 2.461 0.11
H 0.458 -5.850 1.944 0.14
H -0.174 -6.019 -0.496 0.17
C -2.663 1.757 0.631 -0.39
Te -2.374 0.188 -0.790 1.38
C -1.286 1.673 -1.874 -0.38
C -0.878 2.696 -0.845 -0.30
C 0.128 3.620 -1.113 -0.03
C 0.480 4.562 -0.159 -0.06
C -0.173 4.589 1.066 -0.06
C -1.182 3.678 1.333 -0.03
C -1.539 2.729 0.380 -0.30
H -2.652 1.340 1.636 0.05
H -3.640 2.204 0.447 0.08
H -1.942 2.092 -2.637 0.08
H -0.440 1.190 -2.358 0.05
H 0.630 3.606 -2.073 0.13
H 1.256 5.284 -0.376 0.12
H 0.093 5.333 1.805 0.12
H -1.705 3.710 2.282 0.13
```

---

Copy entry 2 word for word.
ORCA calculation (ωB97M-V/def2-TZVPD) on a molecular structure, C27H23F5IrN4O3PSTe.

Output
Energy relative to the best compared isomer or geometry (same formula, charge and spin) in eV: 1.641
LUMO energy in eV: -1.847
Kohn-Sham gap in eV: 6.7467
Multiplicity: 1
HOMO energy in Eh: -0.3158

XYZ file:
```
66
Properties=species:S:1:pos:R:3:lowdin_charge:R:1
Ir 0.045 0.133 -0.402 1.03
C 2.154 -2.351 2.318 0.01
C 1.719 -1.585 1.120 -0.24
N 1.095 -0.455 1.201 -0.17
N 1.008 0.144 2.413 0.02
C 0.209 1.177 2.401 -0.81
N 0.054 1.868 3.542 0.11
S -0.646 1.794 0.990 0.68
C 1.965 -2.017 -0.267 -0.21
C 2.817 -3.053 -0.610 0.00
C 3.053 -3.325 -1.948 -0.04
C 2.427 -2.559 -2.918 -0.03
C 1.575 -1.544 -2.513 -0.09
N 1.351 -1.283 -1.225 -0.07
H 1.393 -2.241 3.091 0.08
H 3.090 -1.965 2.729 0.10
H 2.279 -3.404 2.076 0.08
H 0.341 1.390 4.384 0.10
H -0.769 2.442 3.619 0.09
H 3.291 -3.631 0.169 0.12
H 3.715 -4.132 -2.232 0.12
H 2.587 -2.736 -3.971 0.12
H 1.061 -0.912 -3.224 0.12
O -2.125 1.630 -3.701 0.09
C -1.569 0.767 -3.056 -0.61
O -0.843 1.001 -2.013 -0.26
C -1.684 -0.672 -3.496 -0.15
C -1.813 -0.899 -4.863 -0.01
C -2.031 -2.174 -5.352 -0.06
C -2.200 -3.223 -4.459 -0.06
C -2.082 -3.003 -3.098 -0.09
C -1.765 -1.735 -2.594 -0.25
P -1.585 -1.506 -0.776 1.07
C -1.242 -3.214 -0.219 -0.32
C -1.828 -3.729 0.937 -0.09
C -1.486 -4.987 1.405 -0.05
C -0.563 -5.760 0.716 -0.07
C 0.001 -5.274 -0.453 -0.07
C -0.329 -4.009 -0.911 -0.13
C -3.277 -1.086 -0.310 -0.33
C -4.237 -2.095 -0.317 -0.08
C -5.537 -1.807 0.063 -0.07
C -5.883 -0.517 0.437 -0.07
C -4.933 0.493 0.409 -0.05
C -3.628 0.212 0.039 -0.09
H -1.764 -0.044 -5.525 0.12
H -2.107 -2.344 -6.418 0.11
H -2.427 -4.218 -4.821 0.11
H -2.236 -3.834 -2.425 0.10
H -2.569 -3.154 1.463 0.07
H -1.941 -5.351 2.316 0.11
H -0.295 -6.743 1.082 0.11
H 0.705 -5.878 -1.014 0.11
H 0.117 -3.652 -1.828 0.09
H -3.973 -3.105 -0.604 0.11
H -6.277 -2.596 0.080 0.11
H -6.892 -0.302 0.760 0.11
H -5.202 1.501 0.694 0.11
H -2.886 0.995 0.036 0.04
F -3.919 -1.829 3.263 -0.38
Te -2.213 -1.235 3.762 1.75
F -2.955 -1.328 5.475 -0.37
F -1.698 -3.014 4.087 -0.38
F -2.762 0.556 3.843 -0.39
F -0.669 -0.752 4.719 -0.39
O -1.599 -1.144 2.078 -0.61
```